Record 1
Below is the molecule C4H6N2O, with properties calculated with the ωB97M-V functional and the def2-TZVPD basis.

HOMO ... -7.0 eV
Structure (SMILES) ... Nc1cc[nH]c1O

Element x y z (Å)
N1 -0.664 -0.409 -1.790
C1 -0.473 -0.157 -0.441
C2 -0.625 -0.985 0.678
C3 -0.104 -0.268 1.749
N2 0.438 0.891 1.305
C4 0.367 0.903 -0.091
O1 1.646 0.915 -0.679
H1 -0.956 0.364 -2.363
H2 -0.692 -1.348 -2.140
H3 -1.000 -2.000 0.677
H4 -0.211 -0.489 2.801
H5 0.751 1.631 1.922
H6 1.524 0.952 -1.630

Atoms 1-2, force components in eV/Å:
N 0.25 -0.10 0.09
C 1.08 -0.16 -0.40



Record 2
Below is the molecule C4H6N2O, with properties calculated with the ωB97M-V functional and the def2-TZVPD basis.

HOMO ... -9.0 eV

Element x y z (Å)
N1 1.312 -0.528 -1.661
C1 1.046 0.778 -1.794
O1 0.005 1.218 -1.068
C2 -0.791 0.420 -0.192
C3 -0.100 0.280 1.170
C4 -0.938 -0.464 2.114
N2 -1.624 -1.057 2.833
H1 0.814 -1.232 -1.121
H2 2.073 -0.875 -2.224
H3 -1.035 -0.558 -0.625
H4 -1.728 0.969 -0.075
H5 0.865 -0.228 1.068
H6 0.101 1.277 1.573

Atoms 1-2, force components in eV/Å:
N 0.02 0.13 -0.08
C -0.14 -0.35 0.22



Record 3
Below is the molecule C4H6N2O, with properties calculated with the ωB97M-V functional and the def2-TZVPD basis.

HOMO ... -8.5 eV

Element x y z (Å)
N1 0.469 -0.599 -1.607
C1 -0.168 -0.202 -0.392
C2 0.593 -0.535 0.873
C3 0.691 0.567 1.618
C4 0.188 1.794 0.885
O1 -1.478 -0.738 -0.352
N2 -0.227 1.264 -0.253
H1 0.493 -1.614 -1.631
H2 -0.111 -0.308 -2.391
H3 0.926 -1.544 1.098
H4 1.095 0.624 2.622
H5 -1.839 -0.533 0.523
H6 -0.632 1.824 -0.993

Atoms 1-2, force components in eV/Å:
N -0.10 -0.02 0.01
C 0.25 0.11 0.13



Record 4
Below is the molecule C4H6N2O, with properties calculated with the ωB97M-V functional and the def2-TZVPD basis.

HOMO ... -7.8 eV
Structure (SMILES) ... Nc1[nH]ccc1O

Element x y z (Å)
N1 -1.934 0.078 0.791
C1 -0.613 -0.092 0.326
N2 0.036 -1.293 0.469
C2 1.284 -1.220 -0.087
C3 1.456 0.047 -0.589
C4 0.250 0.756 -0.324
O1 -0.061 2.064 -0.621
H1 -2.419 0.726 0.179
H2 -1.944 0.498 1.718
H3 -0.407 -2.114 0.848
H4 1.953 -2.069 -0.076
H5 2.349 0.435 -1.063
H6 0.049 2.183 -1.571

Atoms 1-2, force components in eV/Å:
N 0.03 0.19 0.02
C 0.21 0.04 -0.06



Record 5
Below is the molecule C4H6N2O, with properties calculated with the ωB97M-V functional and the def2-TZVPD basis.

HOMO ... -8.4 eV

Element x y z (Å)
C1 0.971 -2.035 0.009
O1 1.323 -0.694 0.289
C2 0.406 0.231 -0.122
N1 -1.000 -0.087 0.146
N2 -1.492 1.077 0.180
C3 -0.599 2.144 0.155
C4 0.700 1.684 0.072
H1 1.870 -2.634 0.159
H2 0.188 -2.367 0.698
H3 0.617 -2.170 -1.024
H4 -2.502 1.152 0.088
H5 -1.017 3.141 0.219
H6 0.319 0.305 -1.237

Atoms 1-2, force components in eV/Å:
C -0.07 -0.33 0.00
O 0.09 0.03 -0.06



Record 6
Below is the molecule C4H6N2O, with properties calculated with the ωB97M-V functional and the def2-TZVPD basis.

HOMO ... -7.0 eV
Structure (SMILES) ... Nc1ccc(O)[nH]1

Element x y z (Å)
N1 -2.299 -0.351 -0.037
C1 -0.937 0.009 -0.067
C2 -0.323 1.155 -0.486
C3 1.098 0.950 -0.379
C4 1.275 -0.316 0.095
O1 2.365 -1.072 0.399
N2 0.046 -0.892 0.291
H1 -2.868 0.393 0.348
H2 -2.472 -1.195 0.496
H3 -0.823 2.043 -0.851
H4 1.876 1.657 -0.633
H5 3.147 -0.557 0.167
H6 -0.085 -1.825 0.655

Atoms 1-2, force components in eV/Å:
N -0.04 0.02 0.18
C 0.14 0.12 -0.07



Record 7
Below is a structure of composition C4H6N2O, with properties calculated with the ωB97M-V functional and the def2-TZVPD basis.

HOMO ... -8.4 eV

Element x y z (Å)
N1 1.991 -1.241 -1.152
C1 1.576 -0.425 -0.302
O1 2.203 0.663 0.332
C2 0.909 0.940 0.884
C3 0.275 -0.108 0.346
C4 -2.000 0.231 -0.420
N2 -0.994 -0.626 0.207
H1 2.966 -1.059 -1.394
H2 0.736 1.832 1.469
H3 -1.532 1.157 -0.773
H4 -2.442 -0.274 -1.285
H5 -2.802 0.490 0.277
H6 -0.958 -1.553 -0.192

Atoms 1-2, force components in eV/Å:
N -0.01 0.34 0.34
C 0.07 -0.49 -0.43



Record 8
Below is the molecule C4H6N2O, with properties calculated with the ωB97M-V functional and the def2-TZVPD basis.

HOMO ... -8.1 eV
Structure (SMILES) ... COc1cnc[nH]1

Element x y z (Å)
C1 -2.250 0.007 -0.139
O1 -1.137 -0.751 0.308
C2 0.078 -0.189 0.165
C3 0.556 0.872 -0.583
N1 1.924 0.744 -0.653
C4 2.275 -0.213 0.141
N2 1.232 -0.854 0.735
H1 -2.262 0.989 0.345
H2 -3.126 -0.573 0.160
H3 -2.255 0.140 -1.230
H4 0.163 1.805 -1.027
H5 3.316 -0.408 0.337
H6 1.487 -1.569 1.442

Atoms 1-2, force components in eV/Å:
C -0.06 0.11 0.03
O 0.29 -0.09 0.58



Record 9
Below is the molecule C4H6N2O, with properties calculated with the ωB97M-V functional and the def2-TZVPD basis.

HOMO ... -9.6 eV
Structure (SMILES) ... [H]/N=C1/OC[C@H]2CN12

Element x y z (Å)
H1 -2.632 -0.990 -0.315
N1 -2.460 -0.040 -0.226
C1 -1.174 0.218 -0.071
O1 -0.508 1.255 0.363
C2 0.706 1.263 -0.201
C3 0.999 -0.230 -0.622
C4 0.607 -0.894 0.662
N2 -0.180 -0.822 -0.438
H2 0.818 1.859 -1.060
H3 1.052 1.393 0.822
H4 1.815 -0.650 -1.372
H5 0.795 -2.003 1.027
H6 0.162 -0.359 1.430

Atoms 1-2, force components in eV/Å:
H 0.11 -2.17 -0.81
N 3.80 4.58 2.09



Record 10
Below is the molecule C4H6N2O, with properties calculated with the ωB97M-V functional and the def2-TZVPD basis.

HOMO (spin up / spin down) ... -7.8 / -8.5 eV

Element x y z (Å)
N1 -1.655 0.504 -0.036
C1 -0.261 0.359 0.028
C2 0.197 -1.042 -0.106
O1 -0.748 -1.966 0.191
N2 1.384 -1.344 -0.446
C3 1.967 1.373 -0.023
C4 0.591 1.415 0.247
H1 -2.058 0.253 -0.934
H2 -1.976 1.426 0.237
H3 -1.536 -1.485 0.502
H4 1.517 -2.354 -0.361
H5 2.463 0.464 0.348
H6 0.116 2.396 0.352

Atoms 1-2, force components in eV/Å:
N -0.05 0.24 0.03
C -0.08 -0.33 -0.04



Record 11
Below is the molecule C4H6N2O, with properties calculated with the ωB97M-V functional and the def2-TZVPD basis.

HOMO ... -7.5 eV
Structure (SMILES) ... Nc1[nH]ccc1O

Element x y z (Å)
N1 -0.418 -0.703 1.856
C1 -0.075 -0.563 0.512
N2 1.244 -0.561 0.303
C2 1.519 0.206 -0.797
C3 0.289 0.599 -1.349
C4 -0.722 0.040 -0.558
O1 -2.081 0.079 -0.709
H1 -1.358 -1.062 1.833
H2 -0.441 0.304 2.124
H3 1.917 -0.810 1.024
H4 2.275 0.882 -0.381
H5 0.159 1.216 -2.231
H6 -2.273 0.545 -1.531

Atoms 1-2, force components in eV/Å:
N -0.97 0.44 0.27
C -0.03 -0.55 -0.09



Record 12
Below is the molecule C4H6N2O, with properties calculated with the ωB97M-V functional and the def2-TZVPD basis.

HOMO ... -7.9 eV

Element x y z (Å)
N1 -2.154 -0.248 0.311
C1 -0.854 0.058 0.071
C2 -0.287 1.330 -0.224
C3 1.085 1.250 -0.399
C4 1.382 -0.137 0.080
O1 2.368 -0.931 -0.507
N2 0.105 -0.870 0.120
H1 -2.489 -1.161 0.038
H2 -2.819 0.498 0.176
H3 -0.917 2.212 -0.336
H4 1.650 0.099 1.124
H5 2.934 -0.320 -0.996
H6 -0.005 -1.780 0.544

Atoms 1-2, force components in eV/Å:
N 0.01 0.08 -0.21
C 0.14 -0.16 0.02



Calculated values (kJ/mol) of ΔE to the lowest compared entry with this formula, charge and spin for the records, taken in order: 241.8 264.6 285.2 92.4 529.8 94.5 293.9 176.7 536.4 445.6 245.2 295.7.
Calculated values (Ha) of DFT total energy for the records, taken in order: -340.70282 -340.69411 -340.68630 -340.75973 -340.59311 -340.75892 -340.68299 -340.72762 -340.59060 -340.62519 -340.70150 -340.68229.